Entry one
{
  "formula": "C4H3N2",
  "method": "the ωB97M-V functional and the def2-TZVPD basis",
  "charge": 1,
  "spin_multiplicity": 3,
  "gap_ev": [7.4, 9.5],
  "homo_ha": [-0.5377, -0.6325],
  "s2": 2.047,
  "species": ["C", "C", "C", "C", "N", "N", "H", "H", "H"],
  "positions_angstrom": [[-1.849, -1.645, -1.013], [-0.616, -1.187, -1.302], [0.185, -0.265, 0.454], [1.266, 1.713, 1.196], [-2.923, -1.999, -0.803], [0.828, 0.687, 0.683], [0.353, -1.434, -1.887], [2.350, 1.795, 1.270], [0.407, 2.336, 1.402]],
  "nbo_charge": [0.034, 0.056, 0.483, 0.059, -0.014, -0.429, 0.302, 0.258, 0.251]
}

Entry two
{
  "formula": "C4H3N2",
  "method": "the ωB97M-V functional and the def2-TZVPD basis",
  "charge": 1,
  "spin_multiplicity": 3,
  "gap_ev": [6.8, 4.9],
  "homo_ha": [-0.5253, -0.5723],
  "s2": 2.023,
  "species": ["C", "C", "C", "C", "N", "N", "H", "H", "H"],
  "positions_angstrom": [[-2.706, 0.126, -0.001], [-0.915, -1.234, -0.002], [0.134, -0.547, -0.002], [2.177, 0.801, -0.001], [-3.684, 0.682, 0.009], [1.062, 0.254, -0.016], [-1.408, -2.178, 0.001], [3.095, 0.213, 0.042], [2.246, 1.883, -0.030]],
  "nbo_charge": [0.156, 0.096, 0.439, 0.284, -0.324, -0.402, 0.293, 0.224, 0.234]
}

What is the stability order? It is entry one, entry two, from most stable to least stable.

Entry one
{
  "formula": "C3H4N2O",
  "method": "the ωB97M-V functional and the def2-TZVPD basis",
  "charge": 0,
  "gap_ev": 10.3,
  "homo_ha": -0.3538,
  "species": ["N", "C", "N", "C", "C", "O", "H", "H", "H", "H"],
  "positions_angstrom": [[-0.271, -1.491, -1.185], [0.208, -0.348, -0.701], [0.827, 0.698, -1.003], [0.583, 0.279, 0.529], [-0.306, 1.286, 1.162], [-1.123, 1.900, 0.515], [-0.789, -2.064, -0.554], [-0.334, -1.586, -2.187], [1.343, -0.171, 1.180], [-0.147, 1.502, 2.240]],
  "nbo_charge": [-0.792, 0.386, -0.321, -0.285, 0.398, -0.517, 0.409, 0.411, 0.197, 0.114]
}

Entry two
{
  "formula": "C3H4N2O",
  "method": "the ωB97M-V functional and the def2-TZVPD basis",
  "charge": 0,
  "gap_ev": 9.1,
  "homo_ha": -0.3143,
  "species": ["N", "N", "C", "C", "C", "O", "H", "H", "H", "H"],
  "positions_angstrom": [[-1.781, 0.991, 0.019], [-1.261, -0.086, -0.593], [0.415, -0.353, -0.089], [1.402, -1.236, -0.005], [1.782, 0.159, -0.040], [2.591, 1.044, 0.013], [-1.108, 1.758, 0.001], [-2.119, 1.044, 1.043], [-1.655, -0.998, -0.410], [1.734, -2.323, 0.061]],
  "nbo_charge": [-0.633, -0.392, 0.051, -0.274, 0.508, -0.564, 0.364, 0.333, 0.369, 0.237]
}

Entry three
{
  "formula": "C3H4N2O",
  "method": "the ωB97M-V functional and the def2-TZVPD basis",
  "charge": 0,
  "gap_ev": 9.5,
  "homo_ha": -0.3250,
  "species": ["O", "C", "C", "C", "N", "N", "H", "H", "H", "H"],
  "positions_angstrom": [[1.982, -0.077, 0.052], [0.662, 0.097, -0.113], [-0.197, 1.189, -0.080], [-1.444, 0.524, 0.099], [-1.400, -0.767, 0.025], [-0.038, -0.994, -0.025], [2.380, 0.788, 0.322], [-0.031, 2.289, -0.097], [-2.448, 0.994, 0.048], [0.186, -1.983, -0.118]],
  "nbo_charge": [-0.660, 0.457, -0.463, -0.020, -0.287, -0.384, 0.495, 0.238, 0.203, 0.419]
}

Entry four
{
  "formula": "C3H4N2O",
  "method": "the ωB97M-V functional and the def2-TZVPD basis",
  "charge": 0,
  "gap_ev": 10.1,
  "homo_ha": -0.3375,
  "species": ["O", "N", "C", "C", "C", "N", "H", "H", "H", "H"],
  "positions_angstrom": [[-2.198, -0.016, -0.080], [-0.850, -0.086, -0.081], [-0.099, 1.023, -0.049], [1.202, 0.554, -0.066], [1.121, -0.829, -0.060], [-0.189, -1.246, -0.051], [-2.382, -1.003, 0.283], [-0.552, 1.994, 0.043], [2.065, 1.262, 0.081], [1.882, -1.652, -0.022]],
  "nbo_charge": [-0.499, 0.123, -0.081, -0.343, -0.075, -0.309, 0.492, 0.232, 0.236, 0.223]
}

What is the stability order? It is entry three, entry one, entry four, entry two, from most stable to least stable.